{
  "formula": "C4H5NO",
  "method": "the ωB97M-V functional and the def2-TZVPD basis",
  "elements": ["C", "C", "C", "O", "H", "H", "H", "N", "C", "H", "H"],
  "xyz": [[-0.80032, 0.11756, 0.18451], [1.28591, -0.84918, -0.12967], [0.25852, 1.25585, 0.12476], [-2.05283, 0.02649, -0.24622], [-0.67277, -1.92351, 0.07729], [2.07682, -1.51246, -0.26378], [-0.08789, 1.75950, -0.75546], [-0.12763, -1.03837, 0.25885], [1.47717, 0.45448, -0.08416], [2.42986, 0.89416, -0.44236], [0.24233, 1.96679, 0.96947]],
  "atomic_forces_ev_per_a": [[-5.1, -0.8, -3.2], [-2.9, 1.9, 1.7], [-1.9, -0.7, 0.7], [5.0, 1.6, 2.7], [1.0, 1.6, 0.2], [0.4, -1.7, -0.2], [0.2, 0.7, -0.6], [1.6, -3.2, -0.4], [2.3, 1.2, -1.5], [-0.7, -0.2, 0.7], [0.0, -0.4, -0.3]],
  "nbo_charge": [0.66, -0.03, -0.54, -0.64, 0.42, 0.23, 0.26, -0.61, -0.23, 0.22, 0.26],
  "charge": 0,
  "smiles": "O=C1CC=CN1",
  "gap_ev": 9.803,
  "de_lowest_kj_mol": 128.2,
  "total_energy_ev": -7765.1982,
  "largest_force_ev_per_a": 6.024
}

{
  "formula": "CHFOS2",
  "method": "the ωB97M-V functional and the def2-TZVPD basis",
  "elements": ["O", "S", "H", "C", "F", "S"],
  "xyz": [[0.00255, -0.89879, 0.11387], [-1.58935, -0.82017, -0.41517], [-2.00479, 0.11090, 0.47033], [0.89097, 0.20869, -0.04943], [0.25435, 1.31965, -0.37734], [2.44627, 0.07972, 0.25773]],
  "atomic_forces_ev_per_a": [[1.6, 2.0, -0.3], [0.0, 0.3, 0.1], [-0.1, -0.2, -0.1], [-1.5, -1.8, 0.5], [0.0, -0.5, 0.0], [0.0, 0.1, -0.1]],
  "nbo_charge": [-0.65, 0.33, 0.10, 0.50, -0.30, 0.02],
  "charge": 0,
  "smiles": "FC(=S)OS",
  "gap_ev": 9.733,
  "de_lowest_kj_mol": 90.7,
  "total_energy_ev": -27487.0275,
  "largest_force_ev_per_a": 2.584
}

{
  "formula": "C7H12",
  "method": "the ωB97M-V functional and the def2-TZVPD basis",
  "elements": ["H", "H", "C", "C", "C", "H", "H", "H", "H", "H", "H", "H", "C", "C", "C", "H", "H", "H", "C"],
  "xyz": [[-0.27707, -1.51455, -1.84814], [1.78513, 1.78363, 1.11326], [-1.31075, -0.64594, -0.07877], [-0.24828, -0.62225, -1.21286], [-0.20408, -0.98816, 0.95645], [-1.14711, 1.46634, 0.27706], [1.71532, 2.04966, -0.61504], [2.66990, -0.38541, -1.06136], [-2.57123, 0.97807, -0.68062], [-2.52071, 0.67728, 1.09416], [-0.23232, 0.27099, -1.84776], [-0.21329, -2.03929, 1.26393], [1.06912, 1.95752, 0.28338], [0.80880, -0.68843, -0.12860], [2.13440, -0.54711, -0.12765], [-0.15999, -0.35020, 1.84631], [2.70048, -0.69400, 0.79163], [-2.06380, -1.42605, -0.19543], [-1.93453, 0.71789, 0.17005]],
  "atomic_forces_ev_per_a": [[0.1, 0.1, 0.1], [0.0, 0.3, -0.2], [-0.2, 0.2, 0.0], [0.0, 0.0, 0.0], [0.0, 0.0, 0.0], [-0.2, -0.1, 0.0], [0.0, 0.2, 0.2], [0.0, 0.1, 0.2], [-0.1, 0.1, 0.2], [-0.1, 0.2, -0.2], [0.0, -0.2, 0.1], [0.1, 0.1, -0.1], [0.6, -1.0, -0.2], [0.1, 0.2, 0.0], [0.0, 0.2, 0.0], [0.0, -0.1, -0.2], [0.0, 0.1, -0.2], [0.0, 0.1, 0.0], [-0.2, -0.4, 0.0]],
  "nbo_charge": [0.22, 0.09, -0.19, -0.46, -0.46, 0.25, 0.09, 0.21, 0.20, 0.20, 0.22, 0.22, -0.27, 0.08, -0.40, 0.22, 0.21, 0.20, -0.63],
  "charge": 0,
  "gap_ev": 8.650,
  "de_lowest_kj_mol": 532.5,
  "total_energy_ev": -7447.9125,
  "largest_force_ev_per_a": 1.166
}

{
  "formula": "C7H20BeO11",
  "method": "the ωB97M-V functional and the def2-TZVPD basis",
  "elements": ["H", "O", "Be", "C", "O", "H", "H", "H", "H", "O", "H", "C", "H", "H", "O", "C", "O", "H", "H", "H", "O", "O", "O", "H", "H", "O", "H", "H", "H", "C", "O", "C", "C", "O", "H", "C", "H", "H", "H"],
  "xyz": [[8.25934, 3.59987, 4.40800], [8.71318, 1.00765, 8.03548], [6.37136, 0.13534, 6.98219], [7.03453, -1.59139, 9.92300], [4.29976, 0.15655, 2.87918], [10.21017, 1.00789, 9.38640], [7.10633, -2.53370, 6.67467], [9.36699, 0.73728, 7.38661], [9.05865, -3.55491, 7.58662], [4.95744, -2.35175, 6.52294], [6.25892, 0.14454, 10.20476], [9.03483, -2.66829, 6.95303], [4.82297, 2.13136, 9.41409], [8.49524, 1.31925, 9.97465], [4.13524, -0.84549, 7.74222], [3.97821, -1.89630, 7.15504], [7.82658, -1.94306, 6.90701], [5.04076, 3.20259, 6.77913], [9.87913, -2.06850, 7.29292], [6.75725, -2.46188, 9.32848], [7.42980, 2.02866, 5.56684], [6.57881, -0.37208, 9.46154], [5.55963, -0.19778, 4.54451], [9.15343, -3.30617, 6.07716], [4.52450, 3.81577, 8.76321], [2.87725, -2.15964, 6.60134], [9.35756, 2.54856, 9.03805], [6.16073, 3.14651, 9.12777], [8.11045, -1.48238, 10.05942], [9.24413, 1.47640, 9.19839], [5.30084, 1.77765, 3.94518], [5.16005, 2.93028, 8.75364], [8.25675, 3.20173, 5.42268], [5.18865, 2.48873, 7.40374], [6.73828, 1.90115, 4.91329], [5.04908, 0.59176, 3.78088], [6.72604, -1.82189, 10.94271], [8.27577, 3.86535, 6.28718], [9.23912, 2.73917, 5.32742]],
  "atomic_forces_ev_per_a": [[-1.1, 0.8, 0.2], [-1.5, -1.6, -2.2], [-1.5, -0.2, -1.9], [1.2, -1.1, 1.4], [-0.5, -0.7, -0.9], [0.0, 0.1, 0.6], [-0.7, -0.1, -0.3], [0.0, 0.2, 0.0], [-0.7, 0.3, 1.5], [1.9, -2.9, 0.2], [-0.3, 0.0, -0.3], [-0.1, -1.5, 0.0], [-0.6, 0.0, -0.3], [0.4, -0.1, 0.3], [0.6, 3.2, 4.0], [0.6, 1.9, -4.8], [0.3, 0.5, 0.5], [0.1, -0.1, -0.2], [-0.2, 0.2, -0.7], [0.0, 0.5, -0.4], [1.5, 0.6, 1.9], [-0.9, 1.2, -0.9], [3.5, -6.0, 6.2], [0.6, 1.2, -1.1], [0.0, 0.0, 0.8], [-1.7, -1.7, 0.8], [0.4, 0.3, 0.7], [0.3, 0.5, -0.2], [0.4, -0.6, -0.5], [0.4, 1.0, 0.4], [1.3, 5.3, 0.6], [0.1, 0.2, -0.7], [0.7, -2.7, -0.8], [0.3, -1.2, 0.7], [-1.9, 0.2, -1.7], [-2.9, 1.6, -3.5], [-0.6, 0.2, 0.1], [-0.5, 0.2, -0.3], [0.8, 0.2, 0.7]],
  "lowdin_spin": [0.00, 0.00, -0.01, 0.00, 0.01, 0.00, 0.00, 0.00, 0.00, 0.34, 0.00, 0.00, 0.00, 0.00, 0.14, 0.00, 0.00, 0.00, 0.00, 0.00, 0.00, 0.00, 0.01, 0.00, 0.00, 0.53, 0.00, 0.00, 0.00, 0.00, 0.00, 0.00, 0.00, 0.00, 0.00, 0.00, 0.00, 0.00, 0.00],
  "charge": -1,
  "gap_ev": [4.417, 4.363],
  "de_lowest_kj_mol": 0.0,
  "total_energy_ev": -30499.7995,
  "s_squared": 0.761,
  "spin_multiplicity": 2,
  "largest_force_ev_per_a": 9.333
}

What did the first record say?
{
  "formula": "C4H5NO",
  "method": "the ωB97M-V functional and the def2-TZVPD basis",
  "elements": ["C", "C", "C", "O", "H", "H", "H", "N", "C", "H", "H"],
  "xyz": [[-0.80032, 0.11756, 0.18451], [1.28591, -0.84918, -0.12967], [0.25852, 1.25585, 0.12476], [-2.05283, 0.02649, -0.24622], [-0.67277, -1.92351, 0.07729], [2.07682, -1.51246, -0.26378], [-0.08789, 1.75950, -0.75546], [-0.12763, -1.03837, 0.25885], [1.47717, 0.45448, -0.08416], [2.42986, 0.89416, -0.44236], [0.24233, 1.96679, 0.96947]],
  "atomic_forces_ev_per_a": [[-5.1, -0.8, -3.2], [-2.9, 1.9, 1.7], [-1.9, -0.7, 0.7], [5.0, 1.6, 2.7], [1.0, 1.6, 0.2], [0.4, -1.7, -0.2], [0.2, 0.7, -0.6], [1.6, -3.2, -0.4], [2.3, 1.2, -1.5], [-0.7, -0.2, 0.7], [0.0, -0.4, -0.3]],
  "nbo_charge": [0.66, -0.03, -0.54, -0.64, 0.42, 0.23, 0.26, -0.61, -0.23, 0.22, 0.26],
  "charge": 0,
  "smiles": "O=C1CC=CN1",
  "gap_ev": 9.803,
  "de_lowest_kj_mol": 128.2,
  "total_energy_ev": -7765.1982,
  "largest_force_ev_per_a": 6.024
}